Version w
{
  "formula": "C10H13O2",
  "method": "wB97M-V/def2-TZVPD",
  "symbols": ["C", "C", "C", "C", "C", "C", "C", "H", "H", "H", "H", "H", "H", "H", "H", "C", "C", "C", "O", "O", "H", "H", "H", "H", "H"],
  "positions_angstrom": [[1.872, -0.814, -2.065], [-0.233, -3.276, -0.112], [0.275, -2.672, -1.301], [-0.158, -2.683, 1.150], [0.915, -1.483, -1.045], [0.363, -1.407, 1.310], [0.860, -0.786, 0.182], [-0.710, -4.145, -0.125], [0.308, -3.200, -2.303], [-0.757, -3.168, 1.940], [0.560, -0.842, 2.218], [2.760, -0.280, -1.597], [1.491, -0.060, -2.763], [0.953, 0.329, 0.235], [2.326, -1.651, -2.530], [-0.586, 2.805, 0.287], [-1.943, 2.176, -0.021], [-0.457, 3.173, 1.892], [0.711, 3.047, 2.281], [-1.405, 3.292, 2.578], [0.208, 2.064, 0.143], [-0.254, 3.690, -0.302], [-2.826, 2.819, 0.194], [-2.189, 1.354, 0.766], [-2.082, 1.720, -1.011]],
  "gap_ev": 6.82,
  "charge": -1
}


Version x
{
  "formula": "C10H13O2",
  "method": "wB97M-V/def2-TZVPD",
  "symbols": ["C", "C", "C", "O", "O", "H", "H", "H", "H", "H", "C", "C", "C", "C", "C", "C", "C", "H", "H", "H", "H", "H", "H", "H", "H"],
  "positions_angstrom": [[1.621, -0.289, 2.211], [0.996, -1.659, 2.227], [3.244, -0.596, 1.941], [3.810, 0.180, 1.156], [3.646, -1.551, 2.625], [1.433, 0.503, 1.520], [1.756, 0.162, 3.209], [-0.052, -1.545, 2.573], [1.499, -2.393, 2.827], [0.679, -2.164, 1.296], [0.469, 2.062, -1.510], [-2.886, -0.675, -1.321], [-2.935, 0.399, -2.176], [-1.691, -0.921, -0.630], [-1.857, 1.297, -2.302], [-0.602, -0.074, -0.762], [-0.692, 1.084, -1.572], [-3.649, -1.432, -1.384], [-3.717, 0.511, -2.920], [-1.702, -1.663, 0.162], [-1.793, 2.152, -2.990], [0.201, -0.232, -0.058], [0.182, 3.069, -1.183], [1.079, 1.918, -2.399], [0.961, 1.855, -0.541]],
  "gap_ev": 6.66,
  "charge": -1
}


Version y
{
  "formula": "C10H13O2",
  "method": "wB97M-V/def2-TZVPD",
  "symbols": ["C", "C", "O", "O", "H", "H", "H", "C", "C", "C", "C", "C", "C", "C", "C", "H", "H", "H", "H", "H", "H", "H", "H", "H", "H"],
  "positions_angstrom": [[-0.090, -2.599, 1.652], [0.226, -1.679, 2.830], [-0.799, -1.314, 3.467], [1.449, -1.476, 3.005], [0.313, -3.603, 1.866], [0.517, -2.404, 0.752], [-1.143, -2.612, 1.364], [1.341, 1.140, 0.167], [2.515, 0.596, -0.693], [-0.017, 0.927, -0.415], [-1.082, 0.386, 0.266], [-0.208, 1.488, -1.707], [-2.305, 0.276, -0.444], [-1.413, 1.437, -2.363], [-2.502, 0.882, -1.656], [1.462, 0.739, 1.180], [1.511, 2.217, 0.266], [2.327, 0.461, -1.755], [-1.048, -0.085, 1.244], [0.597, 1.995, -2.235], [-2.988, -0.493, -0.094], [-1.464, 1.782, -3.385], [-3.418, 0.884, -2.239], [2.942, -0.335, -0.352], [3.279, 1.389, -0.722]],
  "gap_ev": 7.44,
  "charge": -1
}


Version z
{
  "formula": "C10H13O2",
  "method": "wB97M-V/def2-TZVPD",
  "symbols": ["C", "C", "C", "O", "O", "H", "H", "H", "H", "H", "C", "C", "C", "C", "C", "C", "C", "H", "H", "H", "H", "H", "H", "H", "H"],
  "positions_angstrom": [[-1.854, -0.980, -0.569], [-1.576, -2.107, -1.527], [-3.162, -1.299, 0.214], [-4.011, -0.351, 0.200], [-3.106, -2.350, 0.821], [-1.149, -0.913, 0.171], [-2.121, -0.031, -1.123], [-1.726, -2.999, -0.909], [-0.561, -1.927, -1.906], [-2.139, -2.118, -2.543], [2.257, 2.006, -1.322], [0.691, 0.126, 2.164], [0.088, 1.302, 1.708], [1.742, -0.528, 1.402], [0.616, 1.906, 0.644], [2.267, 0.152, 0.324], [1.657, 1.355, -0.054], [0.299, -0.232, 3.103], [-0.879, 1.476, 2.146], [2.289, -1.359, 1.816], [0.127, 2.857, 0.390], [3.033, -0.448, -0.188], [1.609, 2.753, -1.707], [2.462, 1.288, -2.139], [3.147, 2.421, -1.115]],
  "gap_ev": 6.62,
  "charge": -1
}


Most stable to least stable, the ends of the list are version y and version w.


Version w
{
  "formula": "C5H6O2S",
  "method": "wB97M-V/def2-TZVPD",
  "symbols": ["C", "C", "C", "C", "C", "O", "O", "S", "H", "H", "H", "H", "H", "H"],
  "positions_angstrom": [[-0.689, -1.283, 0.539], [0.155, -0.124, 1.029], [-1.799, -1.180, -0.120], [1.224, 0.261, -0.015], [0.443, 0.979, -1.108], [-2.805, -1.169, -0.705], [-0.576, 1.046, 1.254], [-0.985, 1.735, -0.217], [-0.304, -2.268, 0.742], [0.600, -0.385, 1.996], [1.929, 0.946, 0.457], [1.755, -0.608, -0.396], [1.011, 1.759, -1.606], [0.041, 0.290, -1.851]],
  "gap_ev": 9.09
}


Version x
{
  "formula": "C5H6O2S",
  "method": "wB97M-V/def2-TZVPD",
  "symbols": ["C", "C", "C", "C", "C", "O", "O", "S", "H", "H", "H", "H", "H", "H"],
  "positions_angstrom": [[-0.891, -0.581, 0.424], [0.601, 0.259, 0.559], [-1.621, -0.857, 1.522], [1.113, 0.522, -0.736], [0.239, -0.071, -1.825], [-2.650, -1.498, 1.523], [1.197, 0.701, 1.707], [-1.513, -0.571, -1.203], [-1.236, -0.500, 2.545], [1.410, 1.551, -0.755], [2.025, -0.015, -1.010], [-0.058, 0.701, -2.615], [0.800, -0.787, -2.416], [0.582, 1.146, 2.278]],
  "gap_ev": [7.68, 6.96]
}


Most stable to least stable, the ends of the list are version w and version x.


Version w
{
  "formula": "C5H6O2S",
  "method": "wB97M-V/def2-TZVPD",
  "symbols": ["C", "C", "C", "C", "C", "H", "H", "H", "H", "H", "H", "O", "O", "S"],
  "positions_angstrom": [[0.903, -0.550, -0.070], [-0.450, -1.185, -0.239], [-1.494, -0.198, 0.157], [-0.760, 1.055, 0.120], [0.689, 0.838, -0.480], [1.674, 0.563, 1.601], [1.725, -1.166, -0.607], [-0.615, -1.677, -1.185], [-0.491, -1.902, 0.569], [1.404, 1.573, -0.360], [0.386, 1.065, -1.657], [1.235, -0.372, 1.361], [-1.057, 2.175, 0.413], [-3.150, -0.218, 0.377]],
  "gap_ev": 7.53
}


Version x
{
  "formula": "C5H6O2S",
  "method": "wB97M-V/def2-TZVPD",
  "symbols": ["C", "C", "C", "C", "C", "H", "H", "H", "H", "H", "H", "O", "O", "S"],
  "positions_angstrom": [[0.334, 2.050, -0.776], [0.403, -0.293, -0.699], [0.791, -0.587, 0.761], [-0.630, -1.159, 0.986], [-1.059, -0.571, -0.342], [0.637, 2.883, -1.421], [0.754, -1.088, -1.377], [1.646, -1.295, 0.907], [0.955, 0.319, 1.303], [-0.686, -2.257, 0.996], [-1.172, -0.781, 1.832], [-0.282, 2.137, 0.252], [0.764, 0.913, -1.351], [-2.454, -0.273, -1.071]],
  "gap_ev": 8.49
}


Most stable to least stable, the ends of the list are version x and version w.